1.
The following is a quantum chemistry calculation of C30H41Cl3CrN6O10P2S3 as an isolated structure, from OMol25.

The charge is +1. The total energy is -178259.6212 eV. The LUMO energy (spin up / spin down) comes out at -3.543 / -2.906 eV. As for the max |F|: 0.70 eV/Å. As for the spin multiplicity: 2. The HOMO-LUMO gap (spin up / spin down) comes out at 7.27 / 8.00 eV.

CARTESIAN COORDINATES (ANGSTROEM)
C (4.45929, -3.21813, -2.95919)
H (0.05984, 3.46228, 3.25637)
N (-0.64033, -0.71332, -1.44528)
H (0.47938, -4.80578, -1.70141)
H (2.74643, -2.79696, -1.46887)
C (4.76215, -1.92172, -2.66539)
O (-2.86925, 1.58079, 1.45065)
C (-1.62929, 1.60530, 4.36504)
H (3.74811, -1.96415, -6.01234)
O (-0.58067, 1.61118, -3.12929)
C (3.31246, 4.12285, -0.54776)
H (3.73118, -4.27608, -4.76661)
H (-0.04469, -1.33324, 2.01560)
H (3.73573, 0.39013, -1.38974)
C (4.72076, 2.19953, -0.75182)
N (0.09299, -2.77005, -1.62998)
C (1.76485, -4.73836, 2.49035)
O (1.55284, 2.35540, -4.12520)
H (4.97603, -4.07146, -1.06150)
P (-1.46984, 0.88684, 1.81671)
C (1.78767, -4.82233, 1.10733)
H (-3.38870, -1.06478, 3.68933)
H (-2.61571, -1.21464, -0.75672)
H (-4.26501, 5.18911, 1.47893)
O (-0.43881, 0.84422, 0.71469)
C (0.35332, 2.41875, 3.13873)
O (-0.31872, 3.10048, -0.54120)
N (-3.73350, 3.64410, 0.19262)
S (0.81915, 1.25840, -3.58710)
C (-3.59667, 4.47633, -1.01176)
Cl (1.26137, -6.32849, 0.41438)
H (1.00522, 2.12557, 3.96498)
C (-1.21542, -2.85467, -1.20148)
H (-4.08586, -0.22094, 2.28980)
H (-2.64609, 5.01182, -0.97323)
C (-5.11355, 0.06645, -0.81312)
C (0.39142, -1.47561, -1.76714)
O (1.34527, 1.19551, -1.64910)
C (4.02047, -3.33385, -4.31663)
C (2.21621, 3.37694, -0.96955)
H (-6.97523, 1.78534, 0.04043)
H (-2.53013, 4.77588, 1.50165)
C (4.56648, 3.54317, -0.44128)
H (-5.15256, -0.76511, -0.10096)
C (4.46136, -4.35470, -1.98184)
H (-6.25023, 1.08770, 1.49843)
H (-2.53677, 1.00754, 4.27033)
N (-0.82463, 1.54343, 3.14515)
Cl (5.25995, -1.30203, -1.13786)
C (0.98808, -3.88122, -1.94623)
H (-1.69227, -3.80429, -1.01712)
H (-1.05969, 1.22741, 5.21570)
N (-2.02223, -0.62298, 2.12450)
C (-1.00312, -1.62498, 2.43642)
C (2.19905, -3.57573, 3.10466)
C (-3.54186, 4.37276, 1.44769)
C (-1.65974, -1.57566, -1.08929)
C (-6.07959, 1.77298, 0.66236)
H (1.20498, -3.87881, -3.01327)
C (3.62945, 1.44432, -1.15480)
Cl (2.16586, -3.47109, 4.83323)
H (-3.64629, -1.92823, 2.17109)
H (0.88535, 2.32410, 2.20018)
H (-5.92562, 2.77648, 1.05224)
H (-6.05520, 0.08598, -1.36154)
C (2.31224, -3.76430, -1.19687)
Cr (-0.62185, 1.33414, -1.18419)
C (2.65715, -2.50466, 2.36035)
C (-3.35695, -0.96651, 2.59912)
H (-4.31721, -0.09681, -1.53205)
C (2.66276, -2.61253, 0.97929)
H (1.42186, -5.57752, 3.08020)
O (-1.04049, 3.56057, 0.61663)
H (1.36279, -1.11672, -2.07071)
H (-3.72388, 3.72764, 2.30534)
H (3.00755, -1.60669, 2.85309)
O (-2.59155, 1.54632, -1.07229)
H (-1.28746, -2.58017, 1.98838)
H (4.95927, -5.22677, -2.39949)
O (3.12935, -4.79276, -1.69508)
C (4.01598, -2.15074, -4.98205)
H (-3.61118, 3.86626, -1.91332)
P (-3.47907, 2.06035, 0.03648)
H (5.69552, 1.73172, -0.67725)
S (4.54930, -0.85834, -3.99098)
O (0.38763, 4.52453, -2.50605)
H (3.03183, -1.77875, 0.38862)
C (2.37213, 2.01861, -1.26271)
S (0.71590, 4.34016, -1.10260)
H (5.41357, 4.13529, -0.12054)
H (-4.42111, 5.18765, -1.06051)
C (2.23248, -3.75959, 0.31632)
N (-4.93444, 1.35105, -0.14289)
H (-1.92289, 2.63755, 4.57101)
H (3.17593, 5.17307, -0.30627)
H (-0.89058, -1.76175, 3.51705)

Cartesian forces (eV/Å) of the 2 atoms listed first:
-0.01 -0.02 -0.12
-0.02 0.01 0.00



2.
The following is a quantum chemistry calculation of C30H41Ge2N6Ni as an isolated structure, from OMol25.

The charge is +2. The total energy is -194778.7828 eV. The LUMO energy (spin up / spin down) comes out at -6.987 / -6.773 eV. As for the max |F|: 0.17 eV/Å. As for the spin multiplicity: 2. Its energy relative to the best compared isomer or geometry (same formula, charge and spin) is 3.52 kcal per mole. The HOMO-LUMO gap (spin up / spin down) comes out at 7.29 / 6.44 eV.

CARTESIAN COORDINATES (ANGSTROEM)
C (1.47991, -3.54607, -1.43279)
H (0.61366, 4.48508, 1.06427)
H (1.96112, 4.41681, -0.08098)
C (1.15104, 1.21249, 4.57860)
H (-3.77811, -0.39235, 3.69794)
C (-2.91783, -0.42478, 1.73811)
H (-1.13028, -3.02061, 2.93120)
H (1.13894, -1.87764, 1.99892)
N (-2.02284, -0.41697, -0.50758)
H (-1.72823, -4.53807, 0.98342)
H (-2.22593, 4.05271, -1.32413)
H (2.60545, -1.82665, -1.11391)
C (1.49358, 1.00770, 3.25030)
C (0.58514, 1.29006, 2.22228)
C (-3.10972, -0.16645, 0.38692)
H (-1.98745, 2.40747, 4.14905)
H (-2.34133, -2.89234, 0.85552)
C (-1.55712, -0.14341, -3.96426)
H (1.59945, -0.46153, -5.11821)
H (6.47553, -0.15818, -1.12294)
H (3.22411, -0.62922, 1.59512)
H (5.10571, 1.36209, -2.51284)
C (-5.34495, 0.57360, 0.85157)
C (-0.53055, -0.20836, -4.89090)
C (-1.25050, -0.34701, -2.62838)
C (4.68821, 0.91928, -1.61831)
C (-5.15163, 0.30640, 2.20434)
H (-5.95071, 0.49028, 2.90946)
C (-1.43159, -3.49262, 0.85747)
H (-2.57982, 0.06473, -4.24401)
H (-0.02283, -5.09194, -1.26727)
H (2.30409, -4.24380, -1.59132)
C (5.45715, 0.06879, -0.83862)
H (-2.32810, 3.16819, 0.19295)
C (3.38299, 1.21728, -1.24323)
N (0.15806, -1.79045, 1.74941)
H (1.14532, -3.20222, -2.41242)
H (0.55237, 5.42500, -0.43369)
H (2.80226, 1.88964, -1.86229)
H (1.87211, 1.00408, 5.35749)
H (2.49642, 0.67006, 3.02647)
C (-1.93989, 3.12631, -0.82299)
N (1.88295, -2.36372, -0.64263)
C (3.61526, -0.18256, 0.68767)
H (-0.17006, -1.04921, 2.36423)
H (-1.39554, 2.03032, 1.80408)
H (-2.42433, 2.30478, -1.35037)
N (-2.30321, -0.20977, -1.70304)
C (0.34169, -4.23190, -0.70356)
H (-1.43177, -3.32274, -1.17527)
C (-0.53344, -3.08587, 2.02165)
H (2.33674, -2.67460, 0.21292)
H (1.97339, -0.77362, -2.70352)
H (5.51929, -1.13420, 0.93835)
C (-3.93610, -0.19134, 2.64709)
H (-6.29194, 0.96707, 0.50967)
C (2.82373, 0.67701, -0.08328)
Ge (0.95903, 1.08429, 0.31848)
H (1.51187, 3.16339, -3.03020)
C (-0.10545, 1.70728, 4.90754)
N (-0.74529, -3.26441, -0.43009)
H (-0.36612, 1.87644, 5.94348)
Ge (0.01040, 3.00181, -0.92818)
Ni (0.03534, -1.26075, -0.24591)
C (4.91799, -0.48142, 0.31924)
H (-4.48615, 0.55072, -1.10782)
C (0.76034, -0.43672, -4.43791)
H (0.70948, -4.61721, 0.24909)
C (-0.66994, 1.79466, 2.57389)
H (-0.72981, -0.06198, -5.94364)
C (-1.01415, 2.00357, 3.90224)
C (0.97250, -0.62778, -3.08369)
N (-0.01821, -0.61350, -2.18677)
H (-0.08873, 3.84586, -3.28046)
C (0.87667, 4.48199, 0.00697)
H (0.22332, -3.84691, 2.20784)
C (-4.33465, 0.34099, -0.06004)
C (0.45251, 3.00983, -2.83425)
H (-1.96804, -0.79638, 2.08302)
H (0.12722, 2.09923, -3.33656)

Cartesian forces (eV/Å) of the 2 atoms listed first:
-0.01 0.00 0.00
-0.01 -0.01 0.00



3.
The following is a quantum chemistry calculation of C30H41Ge2N6Ni as an isolated structure, from OMol25.

The charge is +2. The total energy is -194778.9355 eV. The LUMO energy (spin up / spin down) comes out at -6.251 / -6.258 eV. As for the max |F|: 0.12 eV/Å. As for the spin multiplicity: 2. Its energy relative to the best compared isomer or geometry (same formula, charge and spin) is 0.00 kcal per mole. The HOMO-LUMO gap (spin up / spin down) comes out at 7.39 / 7.40 eV.

CARTESIAN COORDINATES (ANGSTROEM)
C (-2.39374, 2.06200, 0.66891)
N (0.45431, -1.74715, 2.33741)
C (2.34040, 3.31915, -3.44307)
H (-0.29546, -5.39735, -2.02162)
H (-1.71153, 4.37990, -3.42995)
C (-3.74342, 1.99197, 0.98706)
H (2.62419, 3.47353, -4.48458)
N (0.28831, -0.01717, -1.40372)
C (-0.80408, -2.23509, 4.38737)
C (-0.64788, 4.59181, -3.53132)
H (-1.67037, 2.22047, 1.46026)
N (2.57917, -2.02674, 0.93795)
H (0.15598, 2.05358, -5.68993)
H (-5.73929, 1.76808, 0.23294)
H (2.92516, 2.48604, -3.05252)
H (0.96869, -5.00281, -0.08056)
H (-2.06159, -2.61515, 6.07506)
H (-3.92516, -0.58637, 2.79581)
H (5.99675, -1.18268, 2.52218)
H (-1.65333, -4.60916, -0.15055)
H (0.03053, -3.75857, -2.55059)
H (2.60542, 4.21734, -2.88723)
H (3.59627, -2.39300, -0.81437)
C (0.96218, 1.50560, 1.50244)
N (-1.29409, -2.56555, -0.37085)
H (0.07645, -2.68958, 4.82014)
H (1.18483, -0.05329, -1.88511)
C (2.05814, 3.27769, 0.30565)
C (-0.74917, -1.70158, 3.10593)
C (-1.86921, -1.11774, 2.52347)
H (-0.47402, 5.02383, -4.51723)
C (-2.00198, -2.19090, 5.08223)
C (1.08123, 2.28309, 0.34530)
H (1.66994, 1.12997, 3.49160)
C (3.87792, -1.35404, 2.83767)
C (4.94531, -1.77697, 0.74481)
H (-1.78736, -0.65563, 1.54642)
C (-1.76057, -1.45421, -1.22643)
Ge (0.42075, 2.97669, -3.35895)
H (-2.28930, -3.95527, -1.65462)
C (5.03774, -1.41334, 2.07902)
C (-3.12460, -1.60721, 4.50918)
C (-2.93876, 1.81290, -1.66116)
H (1.84754, -4.30298, -1.23934)
C (-0.70499, -0.85614, -2.14164)
C (1.78818, 1.72383, 2.59325)
C (-4.68739, 1.81509, -0.01608)
C (3.69976, -2.08213, 0.21839)
H (-2.14863, -0.66481, -0.58051)
Ni (0.65843, -2.50809, 0.44813)
C (2.68131, -1.65958, 2.21952)
N (0.96820, -4.22742, -0.73941)
H (-2.59585, -1.78319, -1.85177)
C (2.75044, 2.72475, 2.54004)
H (3.63315, 4.28104, 1.35966)
H (3.88022, -1.08313, 3.88387)
C (-1.43987, -3.91710, -0.96774)
Ge (-0.10715, 2.00863, -1.15949)
H (-2.64227, 1.78035, -2.70548)
C (-1.97533, 1.95313, -0.65808)
H (5.82376, -1.83850, 0.11854)
H (0.47138, -0.43526, -0.48005)
H (-1.19927, -0.22301, -2.87703)
H (-0.36561, 5.32872, -2.78039)
H (-4.05914, 2.09900, 2.01693)
H (0.20525, 0.73306, 1.56854)
H (-1.14202, 1.41916, -4.68727)
C (-4.28648, 1.73028, -1.34341)
C (-0.07509, 1.64263, -4.70626)
H (-5.02504, 1.62342, -2.12684)
H (3.38945, 2.90577, 3.39438)
C (2.88623, 3.49955, 1.39825)
H (2.17423, 3.89637, -0.57626)
N (1.49442, -1.57359, 2.99770)
H (-0.17161, -1.63388, -2.68647)
H (0.48735, 0.71370, -4.60119)
H (-1.87692, -2.54865, 0.46034)
H (-4.05435, -1.57689, 5.06091)
C (-0.17043, -4.37125, -1.67215)
C (-3.05666, -1.06002, 3.23396)

Cartesian forces (eV/Å) of the 2 atoms listed first:
0.04 -0.03 0.02
0.02 0.00 -0.01



4.
The following is a quantum chemistry calculation of C30H41N3O3P2Pd as an isolated structure in a non-equilibrium geometry, from OMol25.

The charge is 0. The total energy is -64440.1247 eV. The LUMO energy (spin up / spin down) comes out at -0.002 / -1.907 eV. As for the max |F|: 2.79 eV/Å. As for the spin multiplicity: 5. The HOMO-LUMO gap (spin up / spin down) comes out at 2.22 / 5.55 eV.

CARTESIAN COORDINATES (ANGSTROEM)
N (0.21376, 3.21461, 3.25035)
C (-3.11202, 2.09384, 5.49237)
H (-4.03927, 1.77824, -0.26953)
H (-0.72545, -1.79409, 3.25028)
C (-0.77555, 1.80243, 4.97947)
C (-1.86428, 0.28484, 6.50896)
P (2.51428, -0.12406, -0.23881)
H (4.20079, 1.37736, -1.14893)
H (1.29105, -3.36788, 1.18817)
C (0.06939, 3.35655, -4.68448)
C (2.70597, -1.58736, -1.32838)
H (-3.96112, 0.64924, 6.85298)
C (0.05093, 1.97954, -4.99460)
H (4.44070, -1.02496, 0.80879)
H (-2.71804, -1.05204, -1.89193)
N (-0.20181, 0.49025, -1.69843)
C (-3.20095, -1.06050, -0.90897)
H (2.34728, 5.05262, 7.31599)
H (0.08278, 4.88677, -3.12204)
H (3.98243, 0.58002, 1.51448)
H (-1.99681, 3.40375, 4.17794)
H (3.08017, -0.88158, 1.97000)
H (-3.12815, -2.05978, -0.46471)
C (-0.82445, -3.35829, 1.73040)
C (0.03320, 3.81294, -3.35209)
O (-0.54473, 3.38648, 1.04864)
H (-2.43922, 2.55516, 0.04878)
H (-1.80109, -0.57808, 7.16896)
C (-2.96088, 1.73361, -0.45867)
P (-2.37011, 0.13144, 0.15880)
C (-3.12578, -0.02230, 1.79088)
C (-0.79180, -2.88673, 3.16413)
C (-3.06351, 0.98059, 6.33354)
C (3.97839, 2.51803, 5.72036)
H (-1.72037, -3.25630, 3.61743)
Pd (-0.06454, 0.31617, 0.31954)
C (1.44962, 3.68896, 5.92909)
H (-4.03673, 2.64696, 5.34302)
H (-4.25372, -0.75678, -1.00173)
O (-1.86042, -3.24167, 1.07098)
H (0.07882, -3.29118, 3.67963)
C (0.41384, -4.02008, 1.19033)
C (-1.96225, 2.51897, 4.82033)
C (3.11420, 1.29203, -1.23338)
H (0.61785, -4.85897, 1.85997)
C (2.91369, 2.01428, 4.96285)
O (1.26089, -0.07832, 3.45657)
H (-2.75963, 1.79350, -1.53347)
H (2.63870, 2.21779, -0.87906)
H (0.45338, 4.13759, 6.01266)
H (-2.83827, 0.81677, 2.43117)
H (0.06563, 4.19254, 3.46380)
C (3.61101, -0.38540, 1.14856)
H (2.83587, 1.11403, -2.27793)
H (-4.21283, -0.02819, 1.66330)
H (0.12120, 1.62726, -6.03207)
C (-0.71802, 0.68970, 5.82525)
C (-0.04413, 1.05906, -3.96680)
C (0.48234, 2.17015, 4.19817)
C (-0.14003, 2.72752, 2.00382)
H (-0.12781, 3.23264, -1.26506)
H (2.36464, -1.32936, -2.34380)
C (1.65553, 2.60416, 5.06814)
C (3.78501, 3.60450, 6.57195)
C (0.68250, 0.99400, 3.23544)
H (2.14124, -2.45543, -0.94867)
H (4.95631, 2.05180, 5.63482)
H (-0.06904, -0.02465, -4.13380)
H (3.77933, -1.85905, -1.38015)
H (4.61090, 4.00355, 7.15874)
H (-2.80634, -0.96394, 2.24674)
N (0.08281, 1.35007, 2.06200)
H (0.23120, 0.15322, 5.91718)
H (0.24758, -4.38986, 0.17922)
C (-0.06487, 2.90415, -2.31219)
H (3.05517, 1.15745, 4.30264)
C (2.52075, 4.19563, 6.66851)
H (1.40550, 0.88079, 0.26273)
C (-0.11286, 1.47086, -2.57336)
H (0.14134, 4.07780, -5.49783)

Cartesian forces (eV/Å) of the 2 atoms listed first:
-0.15 0.83 -1.44
0.27 -0.20 -0.03